62
Properties=species:S:1:pos:R:3:forces:R:3:mulliken_charge:R:1 method="wB97M-V/def2-TZVPD" energy_ev=-176591.131 total_charge=+1 e_homo_ev=-11.3 largest_force_ev_per_a=9.45
C -2.91245 -4.24589 -0.29870 1.05 0.71 -0.76 -0.828
C -2.73278 -3.11215 0.87450 0.20 -1.76 1.27 0.373
O -3.70150 -2.00708 0.80540 2.63 0.44 -0.52 -0.451
C -3.11806 -0.78299 0.23490 -0.45 0.53 -0.53 0.281
C -3.42727 -0.70456 -1.39797 -0.73 0.53 1.15 -0.456
O -2.16205 -0.34513 -2.06176 -1.08 -2.13 -0.13 -0.264
C -1.48691 -1.52016 -2.64083 1.25 0.50 -0.24 -0.328
C 0.12832 -1.36935 -2.23694 -0.94 0.04 -1.89 0.003
O 0.36364 -1.83501 -0.85841 1.99 1.46 -0.50 -0.231
C 1.58712 -1.23365 -0.27837 0.28 1.45 -0.42 -0.861
C 1.17263 0.24145 0.38834 -0.31 3.56 0.82 0.337
C 1.42150 1.57361 -0.53540 -1.12 -1.22 2.91 -0.316
N 1.07733 3.00633 -0.13400 -0.79 -4.07 3.58 0.302
C 1.35592 4.08693 -1.16641 -0.41 -0.25 -2.64 -0.735
C 0.44762 3.69561 -2.51302 -2.88 -0.83 -3.87 0.481
C 1.07625 2.87638 -3.82138 -3.06 0.71 0.39 -0.335
C 0.17171 2.44013 -5.14719 -2.22 1.77 2.58 -0.387
C -1.43339 2.81332 -5.25850 2.79 1.47 4.16 -0.333
C -2.07177 3.67472 -3.97689 3.43 -1.38 -0.42 -0.402
C -1.16852 4.10075 -2.64727 1.08 -1.72 -2.75 -0.353
C 0.48345 3.21993 1.24251 0.15 -1.23 0.59 0.554
N 0.16693 4.65861 1.65368 1.22 -3.52 -0.27 -0.549
C 0.17205 1.99879 2.33789 1.73 -2.15 -3.94 -0.756
C 0.54206 0.44054 1.88891 0.79 3.20 -2.37 0.586
C 0.33252 -0.88635 2.82936 -5.01 -3.50 3.62 0.266
O -0.85239 -1.26759 3.37835 7.77 3.33 -4.23 -0.471
O 1.48542 -1.78511 3.13548 -3.04 1.66 -2.31 -0.336
H -3.70932 -3.84552 -1.06198 1.35 -1.15 1.58 0.204
H -1.87917 -4.30765 -0.88966 -2.19 0.03 1.16 0.169
H -3.12094 -5.33079 0.09314 0.08 2.33 -0.70 0.297
H -1.60360 -2.77340 0.91508 -2.37 -0.24 -0.24 -0.259
H -2.93168 -3.66264 1.91397 0.33 1.34 -2.19 0.324
H -3.58589 0.15289 0.80631 0.76 -2.14 -1.29 0.293
H -1.95699 -0.68346 0.35853 -2.06 -0.56 -0.15 -0.209
H -3.89193 -1.71350 -1.80554 1.10 2.06 0.94 0.240
H -4.24804 0.14926 -1.54571 2.04 -1.75 -0.05 0.197
H -1.93549 -2.55369 -2.29755 0.96 2.17 -0.52 0.128
H -1.57384 -1.41711 -3.81794 0.33 -0.39 2.35 0.303
H 0.76443 -1.98372 -3.03882 -1.21 1.05 1.95 0.298
H 0.39895 -0.23136 -2.41622 -0.62 -2.16 0.69 -0.063
H 2.40651 -0.96453 -1.10325 -1.88 -0.68 1.59 0.358
H 2.13928 -1.92468 0.49763 -1.65 1.35 -1.41 0.284
H 1.91200 1.40600 -1.60137 -1.26 0.71 2.53 0.239
H 1.10390 5.17542 -0.81238 0.49 -2.45 -0.39 0.369
H 2.47896 3.95526 -1.50453 -2.27 0.53 0.93 0.323
H 2.22705 2.56473 -3.76135 -2.78 0.77 -0.35 0.279
H 0.63703 1.83533 -6.04827 -0.80 1.45 2.25 0.306
H -2.12296 2.50576 -6.18203 1.85 0.76 2.30 0.319
H -3.22835 3.93351 -4.09323 2.88 -0.43 0.66 0.291
H -1.73969 4.71879 -1.80180 1.55 -1.54 -2.01 0.268
H 1.06768 5.14644 1.90159 -1.32 -0.63 -0.25 0.293
H -0.46311 4.57564 2.48449 0.93 0.33 -0.91 0.319
H -0.30494 2.18471 3.39609 1.11 -0.12 -2.46 0.285
H 1.14976 -2.72863 2.97475 0.28 1.75 0.72 0.360
Br 5.72740 -3.08744 7.33989 -0.02 -0.04 -0.18 -0.125
C 5.14865 -2.62526 5.53527 0.18 0.20 0.24 -0.603
C 3.64110 -2.60153 5.43344 -0.05 0.02 -0.28 -0.263
Br 2.91077 -4.40814 5.35323 -0.05 0.13 0.00 -0.152
H 5.61925 -3.34031 4.85593 -0.22 0.13 0.14 0.386
H 5.56291 -1.62889 5.35106 -0.15 -0.18 0.01 0.349
H 3.32608 -2.12541 4.50014 0.15 -0.09 0.24 -0.001
H 3.15686 -2.09817 6.27482 0.22 -0.15 -0.16 0.405

***

172
Properties=species:S:1:pos:R:3:forces:R:3:mulliken_charge:R:1 method="wB97M-V/def2-TZVPD" smiles="COC[C@H](C)N.COC[C@H](C)N.COC[C@H](C)N.COC[C@H](C)N.COCCNCCOC.COCCNCCOC.COCCNCCOC.COCCNCCOC.NC(N)=O" de_lowest_kj_mol=617.2 energy_ev=-85775.209 e_homo_ev=-8.6 largest_force_ev_per_a=5.21
C 7.36853 -0.52378 6.22518 -0.88 -0.27 -0.54 -0.761
O 6.68834 -0.88993 7.43190 0.53 0.28 -0.50 -0.293
C 5.27332 -0.86562 7.36740 0.11 0.28 0.33 -0.694
C 4.68459 -1.01290 8.76701 1.50 -0.68 0.48 0.505
C 4.94302 -2.43600 9.31264 -0.63 -0.38 -0.06 -1.387
N 3.30441 -0.58736 8.77536 -0.94 -0.44 -0.52 -0.667
H 8.45531 -0.59909 6.26216 -0.16 -0.14 0.79 0.268
H 7.12660 0.47536 5.86284 -0.15 0.38 0.44 0.298
H 7.05742 -1.16242 5.39847 -0.10 -0.40 -0.06 0.315
H 4.86963 0.07691 6.99758 0.45 0.47 -0.35 0.309
H 4.84699 -1.63433 6.72287 0.21 -0.41 -0.26 0.327
H 5.16972 -0.27752 9.40885 0.57 -0.17 0.03 0.191
H 5.96563 -2.80990 9.36337 0.33 0.93 0.14 0.362
H 4.52342 -3.20548 8.66461 -0.58 0.16 -0.37 0.357
H 4.47843 -2.60823 10.28352 0.04 0.25 0.13 0.358
H 2.66181 -1.35495 8.64135 -0.04 -0.49 0.30 0.277
H 3.17141 -0.08532 7.90912 -0.26 0.64 0.01 0.234
C 8.23827 8.76605 -8.11098 0.57 -0.79 0.34 -0.710
O 6.94204 8.23799 -7.92376 -0.20 0.51 -0.17 -0.409
C 5.90103 9.21010 -8.00260 -0.05 0.06 1.00 -0.635
C 5.62482 9.76073 -9.35639 0.42 1.55 -1.38 0.421
C 4.35942 10.57104 -9.52305 -0.39 0.13 0.72 -1.569
N 5.66544 8.74584 -10.37735 0.16 -0.09 0.21 -0.672
H 8.90829 7.91672 -7.97748 0.01 -0.20 -0.69 0.256
H 8.62936 9.40459 -7.31889 -0.74 0.69 0.24 0.307
H 8.36666 9.25212 -9.07811 0.10 -0.06 -0.07 0.319
H 4.99681 8.71429 -7.64953 0.05 -0.02 0.41 0.386
H 6.19574 10.06894 -7.39958 -0.33 -0.01 0.66 0.323
H 6.40876 10.48605 -9.57427 0.45 0.01 -0.16 0.263
H 4.27522 11.36826 -8.78450 0.13 0.12 0.06 0.386
H 3.47220 9.95419 -9.38005 -0.13 -0.17 -0.17 0.373
H 4.33813 11.02482 -10.51387 -0.02 -0.15 0.04 0.342
H 4.84644 8.19671 -10.15869 -0.24 -0.68 -0.41 0.293
H 6.44598 8.20692 -10.03034 0.19 -0.92 -0.64 0.326
C -11.73830 -2.66768 4.23005 -0.37 -0.57 -0.33 -0.701
O -11.73412 -4.10895 4.14587 0.46 1.49 0.38 -0.373
C -11.34947 -4.71693 5.38402 -0.48 -0.33 -0.36 -0.668
C -9.87257 -5.08965 5.55638 -0.53 -1.15 -1.41 0.415
C -9.27603 -5.60276 4.24009 0.21 1.40 -0.70 -1.338
N -9.77351 -6.20065 6.51345 0.07 0.77 0.55 -0.743
H -10.74294 -2.22761 4.16924 0.22 -0.12 0.44 0.262
H -12.29743 -2.37208 5.11779 0.33 0.17 0.27 0.320
H -12.28289 -2.21800 3.39980 -0.11 -0.53 -0.28 0.271
H -11.61118 -4.10118 6.24452 -0.39 0.10 0.00 0.401
H -11.98516 -5.60220 5.36674 0.27 -0.33 0.48 0.290
H -9.34559 -4.20917 5.92401 0.26 -0.15 0.04 0.263
H -8.18852 -5.59479 4.31320 0.07 -0.34 -0.02 0.394
H -9.53035 -4.94084 3.41227 0.07 0.23 -0.05 0.288
H -9.64091 -6.57249 3.90160 -0.05 -0.18 0.50 0.344
H -10.07718 -7.02606 6.01689 -0.25 -0.22 0.04 0.301
H -8.77854 -6.33680 6.62117 0.22 -0.22 0.45 0.276
C 4.47246 6.04267 4.02547 0.82 0.69 0.39 -0.771
O 3.37438 5.24023 4.00328 -1.28 -2.56 -0.61 -0.283
C 2.25346 5.51161 4.82247 0.07 1.47 -1.33 -0.768
C 1.00854 4.84722 4.19206 -0.53 -0.42 1.25 0.504
C -0.32557 5.41890 4.74449 0.73 -0.66 -0.45 -1.282
N 1.02856 3.40616 4.49430 0.44 0.12 -0.02 -0.770
H 4.74010 6.27154 5.05702 0.35 0.30 0.11 0.318
H 4.32590 6.95741 3.45115 -0.13 0.41 0.08 0.294
H 5.29602 5.51417 3.54533 0.02 -0.10 0.12 0.240
H 2.43950 5.31823 5.87892 -0.16 -0.73 0.08 0.347
H 2.16679 6.59676 4.76749 -0.67 0.42 0.09 0.394
H 0.99144 4.96939 3.10906 0.42 0.51 -0.09 0.276
H -0.63494 6.22701 4.08164 -0.11 0.35 0.60 0.342
H -0.25833 5.63953 5.80981 0.04 0.50 -0.14 0.315
H -1.07956 4.63428 4.68149 -0.09 -0.01 -0.18 0.368
H 0.23130 2.96319 4.06042 -0.25 -0.02 -0.01 0.222
H 1.82313 3.02594 4.00016 0.34 -0.29 0.10 0.254
C -6.01485 -0.78079 8.76550 -1.25 0.49 -0.02 -0.707
O -5.49510 -1.85698 9.40437 1.45 -2.84 0.08 -0.289
C -4.31782 -1.54893 10.07907 0.50 0.38 0.36 -0.686
C -3.61127 -2.76406 10.66719 0.26 0.15 0.17 -0.675
N -3.31510 -3.75949 9.64715 -0.25 0.93 -0.48 -0.415
C -3.11662 -5.09726 10.19376 -0.68 0.13 -2.09 -0.655
C -2.85742 -6.07500 9.00388 -1.08 0.32 0.28 -0.636
O -4.02033 -6.24823 8.10660 1.46 -1.13 0.52 -0.271
C -3.66053 -7.26904 7.11613 -0.68 1.57 0.00 -0.729
H -6.28908 -0.12640 9.59295 -0.49 1.01 -0.49 0.310
H -6.88235 -1.19201 8.24932 -0.19 0.63 -0.14 0.198
H -5.33635 -0.29809 8.06212 0.16 0.10 -0.07 0.308
H -4.59204 -0.76935 10.78982 0.25 -0.13 0.90 0.496
H -3.59669 -1.02961 9.44790 0.11 -0.12 -0.66 0.376
H -4.19823 -3.26622 11.43623 -0.22 0.38 0.57 0.410
H -2.66761 -2.39107 11.06529 -0.04 -0.02 0.46 0.296
H -4.21636 -3.75948 9.19126 0.01 -0.58 -0.93 0.264
H -4.06641 -5.32870 10.67587 0.25 -0.81 0.67 0.443
H -2.24397 -5.10067 10.84689 -0.17 -0.17 0.16 0.363
H -2.58988 -7.03738 9.44014 0.04 -0.25 -0.16 0.424
H -2.03326 -5.68447 8.40693 0.15 -0.01 0.01 0.340
H -2.84867 -6.85672 6.51698 0.49 -0.38 0.15 0.312
H -4.47132 -7.37294 6.39508 -0.36 0.15 0.34 0.236
H -3.46408 -8.26485 7.51345 0.27 0.19 0.38 0.288
C 8.11556 -4.79612 -5.28461 -0.30 0.03 -0.55 -0.746
O 7.34801 -4.24197 -6.34864 -0.98 0.69 0.57 -0.308
C 6.88154 -5.18352 -7.27722 1.48 -1.54 -0.84 -0.668
C 6.17735 -4.64605 -8.50617 0.77 2.78 0.49 -0.600
N 7.00194 -3.59505 -9.24194 -0.93 -2.30 0.18 -0.388
C 6.19490 -2.82107 -10.14344 1.16 2.12 -0.40 -0.546
C 7.19826 -1.71522 -10.69033 0.88 -2.04 0.04 -0.656
O 7.93024 -1.07285 -9.62867 -0.65 -0.16 -0.91 -0.380
C 7.29271 0.07143 -9.15262 -0.69 0.30 0.28 -0.685
H 8.28083 -4.02763 -4.52949 0.01 0.09 -0.26 0.231
H 9.06595 -5.15625 -5.67852 0.21 -0.05 0.06 0.325
H 7.60442 -5.62766 -4.79946 -0.18 -0.15 -0.02 0.300
H 6.30704 -6.02949 -6.89988 -0.74 0.35 0.86 0.489
H 7.77717 -5.73454 -7.56411 0.41 -0.09 -0.76 0.361
H 5.30475 -4.08539 -8.17105 -0.58 -0.23 0.28 0.350
H 5.80726 -5.44785 -9.14512 0.48 0.00 -0.14 0.318
H 7.42106 -2.93383 -8.60381 0.08 -0.27 0.41 0.314
H 5.37181 -2.28509 -9.67081 -0.43 0.02 0.45 0.318
H 5.73376 -3.38124 -10.95687 0.40 -0.21 -0.14 0.422
H 6.80008 -1.09818 -11.49582 -0.27 0.65 0.51 0.420
H 8.01377 -2.27415 -11.14930 -0.17 -0.24 -0.31 0.306
H 7.45159 0.95340 -9.77308 0.35 0.10 -0.16 0.289
H 7.63833 0.26418 -8.13700 -0.05 0.06 -0.05 0.243
H 6.21517 -0.09257 -9.16300 -0.25 0.10 0.39 0.289
C -2.46596 -0.82361 1.95611 -0.83 0.06 -0.86 -0.715
O -1.44370 -1.04378 1.05348 2.52 -0.25 -0.74 -0.266
C -0.56711 -2.16845 1.36265 -0.69 0.68 -0.56 -0.668
C 0.49412 -2.33338 0.22930 -1.60 1.88 1.77 -0.592
N 1.36091 -1.11925 0.14496 0.88 -2.57 -0.11 -0.351
C 2.46125 -1.43995 -0.78318 0.12 3.14 -1.17 -0.595
C 3.29015 -0.09396 -1.02976 -0.52 -0.68 0.51 -0.642
O 2.56166 0.94584 -1.66921 -1.14 -0.59 0.03 -0.278
C 3.09177 2.25243 -1.67602 -0.18 0.02 -0.01 -0.701
H -2.96245 -1.79311 1.99684 -0.65 0.15 1.08 0.325
H -3.11875 -0.09965 1.46841 -0.32 -0.16 -0.13 0.220
H -2.21587 -0.31190 2.88548 0.47 -0.67 0.45 0.232
H -1.20320 -3.05348 1.37729 -0.08 -0.37 -0.07 0.423
H -0.18560 -2.06152 2.37809 0.49 0.22 -0.06 0.394
H -0.14008 -2.50242 -0.64095 0.34 -0.07 -0.56 0.299
H 1.04498 -3.24169 0.47348 0.37 0.23 -0.19 0.377
H 0.88543 -0.29385 -0.19079 -0.37 -0.18 -0.11 0.251
H 2.09424 -1.73371 -1.76659 -0.23 -0.28 -0.26 0.349
H 3.16844 -2.21121 -0.47800 -0.20 0.10 0.60 0.388
H 4.15478 -0.32397 -1.65233 0.40 -0.05 0.32 0.398
H 3.50427 0.25223 -0.01860 0.74 0.03 0.06 0.348
H 3.39849 2.64941 -0.70834 0.35 -0.50 0.36 0.280
H 2.28822 2.93453 -1.95379 -0.09 -0.22 -0.38 0.243
H 3.90386 2.33923 -2.39788 0.19 0.07 0.02 0.281
C -8.76630 1.82109 -3.02629 0.68 -0.38 0.01 -0.749
O -7.60337 1.43185 -3.76579 1.53 0.73 -0.59 -0.333
C -6.34372 1.96962 -3.24883 -0.13 1.09 1.94 -0.390
C -5.01894 2.03850 -4.06581 -1.89 -1.82 -1.87 -0.871
N -4.81789 0.82251 -4.85530 0.77 -0.29 0.06 -0.379
C -4.35554 -0.29472 -4.02404 0.21 -1.03 -0.90 -0.433
C -4.34578 -1.62385 -4.84819 -1.19 0.37 0.45 -0.682
O -5.67408 -1.97408 -5.25924 0.56 0.24 -0.74 -0.390
C -6.56454 -2.28142 -4.20200 -0.08 1.07 -0.88 -0.508
H -9.57530 1.20610 -3.42049 0.05 0.05 0.12 0.246
H -9.05144 2.87103 -3.09283 0.29 0.22 -0.44 0.307
H -8.62200 1.63020 -1.96288 -0.03 -0.28 0.17 0.315
H -6.18847 1.51480 -2.27049 0.11 -0.39 0.10 0.338
H -6.42977 3.03198 -3.02060 -0.83 0.28 0.24 0.433
H -4.07341 2.15915 -3.53711 -0.58 0.49 0.74 0.354
H -5.19457 2.86420 -4.75537 0.51 0.08 -0.15 0.368
H -5.66358 0.59234 -5.35722 -0.11 -0.26 0.05 0.329
H -4.93773 -0.43503 -3.11329 -0.21 -0.03 0.18 0.277
H -3.32703 -0.11544 -3.71078 0.12 0.20 0.04 0.402
H -4.02270 -2.53838 -4.35085 0.70 0.40 0.77 0.395
H -3.70956 -1.50008 -5.72455 -0.35 0.08 -0.21 0.307
H -6.90550 -1.34179 -3.76733 -0.05 0.03 0.49 0.106
H -6.11097 -2.91529 -3.44003 -0.15 -0.31 -0.04 0.313
H -7.43346 -2.68015 -4.72554 0.06 -0.54 0.45 0.245
N -0.84862 3.79496 -9.03636 -1.02 0.14 0.05 -0.352
C 0.44162 3.91374 -8.59273 -1.00 0.98 -2.46 0.636
N 0.66394 3.10680 -7.61233 1.01 -2.91 4.20 -0.373
O 1.33761 4.58396 -9.02459 0.79 1.49 -1.46 -0.628
H -1.41396 3.24427 -8.40610 -0.35 0.15 -0.76 0.146
H -1.22715 4.04983 -9.93739 0.49 0.18 0.38 0.208
H -0.07027 2.63137 -7.10734 0.43 0.00 -0.07 0.154
H 1.59306 3.14976 -7.21864 -0.36 -0.05 0.13 0.207